Entry 1:
52
Properties=species:S:1:pos:R:3 method="wB97M-V/def2-TZVPD" total_charge=-2 homo_ev="-2.40 / -2.35" spin_multiplicity=4 e_lumo_ev="3.831 / 3.831" e_tot_ha=-8898.964199 s_squared=3.7572 gap_ev="6.23 / 6.18"
Co -0.672 -0.665 0.043
N -1.668 4.390 -4.027
C -1.155 3.083 -3.882
C 0.157 2.747 -4.167
C 0.626 1.461 -4.088
C -0.252 0.466 -3.695
C -1.579 0.737 -3.482
C -2.009 2.035 -3.645
S 0.309 -1.173 -3.349
O 1.440 -1.445 -4.215
O -0.814 -2.083 -3.474
N 0.658 -1.130 -1.759
C 1.732 -0.514 -1.283
N 1.533 -0.333 0.080
C 2.571 -0.034 0.804
C 3.798 0.329 0.228
C 3.794 0.374 -1.174
N 2.784 -0.002 -1.961
H -0.998 5.090 -3.886
H -2.423 4.550 -3.352
H 0.826 3.567 -4.436
H 1.680 1.259 -4.296
H -2.271 -0.001 -3.102
H -3.051 2.209 -3.462
H 2.424 0.038 1.887
H 4.664 0.715 0.768
H 4.674 0.740 -1.710
O -2.507 2.507 0.785
S -2.479 1.348 -0.100
O -3.554 1.566 -1.053
O -1.033 1.129 -0.668
O -2.620 0.015 0.587
C -0.099 1.644 2.425
C -0.141 0.273 3.055
C 0.130 0.028 4.396
C 0.107 -1.229 4.932
C -0.223 -2.280 4.083
C -0.216 -3.662 4.483
Br -0.064 -3.980 6.313
C -0.403 -4.677 3.557
C -0.604 -4.396 2.218
Br -0.972 -5.613 0.790
C -0.617 -3.100 1.763
O -0.748 -2.827 0.504
C -0.430 -2.032 2.724
N -0.372 -0.768 2.258
H 0.913 2.013 2.586
H -0.887 2.258 2.850
H -0.247 1.622 1.332
H 0.356 0.867 5.021
H 0.393 -1.420 5.951
H -0.460 -5.694 3.841

---

Entry 2:
17
Properties=species:S:1:pos:R:3 method="wB97M-V/def2-TZVPD" homo_ev=-9.31 e_lumo_ev=0.682 e_tot_ha=-326.058483 gap_ev=9.99 smiles="C=NCC.O.O"
C 0.942 0.615 -1.523
C 0.454 0.919 -0.021
C -1.653 2.100 0.019
N -0.974 1.057 -0.187
H 0.931 -0.464 -1.390
H 0.197 1.071 -2.169
H 1.903 1.052 -1.752
H 0.900 1.857 0.330
H 0.679 0.039 0.588
H -2.398 2.441 -0.690
H -1.386 2.830 0.809
H -1.451 -1.911 -0.966
H -1.383 -0.394 -1.116
O -1.710 -1.214 -1.582
H 2.198 -2.860 2.992
H 1.450 -4.047 3.390
O 1.302 -3.091 3.268

---

Entry 3:
58
Properties=species:S:1:pos:R:3 method="wB97M-V/def2-TZVPD" total_charge=+3 homo_ev=-18.00 e_lumo_ev=-12.421 e_tot_ha=-2998.707813 gap_ev=5.58
Ti 0.021 -0.392 0.000
P -2.306 -0.851 0.605
C -2.283 -1.871 -0.934
C -1.820 -1.117 -2.148
N -0.710 -0.356 -1.962
C -0.126 0.324 -2.986
C -0.662 0.220 -4.267
C -1.771 -0.602 -4.476
C -2.373 -1.258 -3.406
C 1.193 1.051 -2.690
P 2.051 0.437 -1.195
H -3.235 -1.913 -3.532
H -0.153 0.745 -5.089
H -2.149 -0.741 -5.489
H 1.856 0.950 -3.566
H 1.015 2.137 -2.556
H -1.477 -2.619 -0.577
H -3.256 -2.368 -1.061
H 5.160 -3.562 2.445
O 0.714 -2.048 0.518
H 0.891 -2.880 0.053
H 1.084 -0.713 1.507
O 5.094 -2.925 1.723
H 4.145 -2.720 1.749
C 3.366 -0.652 -1.817
H 4.040 -0.053 -2.447
H 3.947 -1.105 -0.999
H 2.934 -1.465 -2.413
C 2.979 1.881 -0.622
H 3.370 1.682 0.384
H 3.823 2.094 -1.293
H 2.324 2.758 -0.572
C -3.719 0.259 0.471
H -4.653 -0.308 0.626
H -3.600 1.034 1.251
H -3.723 0.748 -0.515
C -2.772 -1.991 1.930
H -2.541 -1.488 2.883
H -3.849 -2.215 1.871
H -2.182 -2.919 1.877
O -0.058 1.279 1.054
C 0.446 1.030 2.203
O 1.091 -0.145 2.370
C 0.397 1.931 3.334
C 1.312 1.671 4.367
C 1.251 2.446 5.542
C 0.261 3.410 5.750
C -0.658 3.644 4.727
C -0.559 2.967 3.493
N -1.743 4.561 4.967
O -1.767 5.159 6.069
O -2.612 4.726 4.088
N 2.288 2.250 6.522
O 3.162 1.388 6.275
O 2.268 2.937 7.566
H 2.069 0.897 4.271
H 0.269 4.013 6.651
H -1.244 3.198 2.687

---

Entry 4:
110
Properties=species:S:1:pos:R:3 method="wB97M-V/def2-TZVPD" total_charge=-1 homo_ev=-5.16 e_lumo_ev=1.294 e_tot_ha=-4996.250505 gap_ev=6.46
Sr -2.140 -1.920 0.380
C -4.278 2.618 2.124
N -3.680 1.324 2.346
C -2.763 0.701 1.600
N -2.420 -0.438 2.172
C -3.208 -0.472 3.283
N -3.967 0.583 3.435
C -3.385 3.754 2.575
C -3.723 5.063 2.247
C -2.926 6.122 2.657
C -1.778 5.892 3.395
C -1.432 4.585 3.723
C -2.237 3.523 3.313
C -0.237 4.314 4.506
N 0.535 5.147 5.130
N 1.512 4.406 5.740
C 1.280 3.164 5.456
O 0.182 3.037 4.674
C 2.041 1.988 5.843
C 3.066 2.096 6.780
C 3.802 0.973 7.110
C 3.528 -0.249 6.513
C 2.502 -0.366 5.584
C 2.201 -1.712 4.960
N 1.693 -1.607 3.613
C 0.462 -1.866 3.143
N 0.413 -1.611 1.856
C 1.674 -1.189 1.577
N 2.479 -1.169 2.614
C 1.759 0.756 5.253
H -5.217 2.629 2.676
H -4.503 2.728 1.062
H -2.339 1.126 0.703
H -3.198 -1.288 3.986
H -4.615 5.248 1.661
H -3.203 7.134 2.393
H -1.135 6.701 3.717
H -1.950 2.516 3.589
H 3.269 3.060 7.226
H 4.606 1.051 7.830
H 4.125 -1.118 6.767
H 1.451 -2.241 5.549
H 3.109 -2.314 4.937
H -0.351 -2.247 3.740
H 1.994 -0.898 0.589
H 0.966 0.693 4.518
O -6.764 1.398 -1.146
C -5.794 0.837 -0.693
C -5.741 -0.183 0.419
O -6.461 -0.212 1.397
C -4.570 -1.023 0.114
C -3.770 -0.342 -0.852
O -2.655 -0.765 -1.319
C -4.356 0.969 -1.103
O -3.773 1.992 -1.449
O -4.257 -2.121 0.674
C 4.487 -0.338 -5.585
C 3.445 -1.222 -4.904
C 2.029 -0.935 -5.395
C 0.975 -1.842 -4.755
Ge 0.642 -1.502 -2.812
C 1.880 -2.539 -1.627
C 2.427 -3.827 -2.245
C 1.327 -4.843 -2.547
C 1.830 -6.045 -3.339
H 5.490 -0.555 -5.212
H 4.277 0.718 -5.399
H 4.485 -0.497 -6.665
H 3.482 -1.059 -3.821
H 3.686 -2.273 -5.086
H 2.001 -1.048 -6.485
H 1.788 0.112 -5.178
H 1.248 -2.889 -4.912
H 0.016 -1.683 -5.255
H -0.748 -2.073 -2.520
H 1.316 -2.777 -0.719
H 2.712 -1.890 -1.335
H 3.151 -4.280 -1.560
H 2.964 -3.580 -3.167
H 0.528 -4.349 -3.107
H 0.889 -5.180 -1.604
H 2.287 -5.731 -4.281
H 1.009 -6.725 -3.569
H 2.576 -6.601 -2.767
C 2.648 1.269 -2.095
Si 0.819 0.826 -2.341
C -0.147 1.209 -0.767
C 0.102 1.856 -3.747
C 0.817 2.867 -4.388
C 0.244 3.611 -5.409
C -1.063 3.357 -5.800
C -1.791 2.357 -5.169
C -1.211 1.609 -4.157
H 2.774 2.287 -1.719
H 3.203 1.181 -3.032
H 3.113 0.591 -1.375
H 0.262 2.046 -0.196
H -0.147 0.310 -0.148
H -1.172 1.448 -1.061
H 1.839 3.077 -4.087
H 0.813 4.390 -5.903
H -1.519 3.943 -6.589
H -2.814 2.169 -5.470
H -1.789 0.835 -3.660
B -0.333 -6.602 0.433
C -0.844 -5.129 0.290
N -1.196 -4.026 0.226
H 0.520 -6.781 -0.407
H -1.274 -7.345 0.285
H 0.128 -6.684 1.552

---

Entry 5:
56
Properties=species:S:1:pos:R:3 method="wB97M-V/def2-TZVPD" homo_ev=-9.50 e_lumo_ev=0.337 e_tot_ha=-21407.336169 gap_ev=9.83 smiles="CCOC(C)=O.CC(C)=O.BrCCBr.BrCCBr.BrCCBr.BrCCBr"
C -9.695 -0.467 12.378
C -11.035 -0.663 11.664
O -12.076 -0.185 12.033
C -11.033 -1.507 10.396
H -9.449 -1.250 13.095
H -9.764 0.493 12.888
H -8.859 -0.475 11.679
H -12.071 -1.785 10.215
H -10.572 -2.462 10.646
H -10.648 -1.108 9.457
O -12.352 -3.151 6.890
C -12.482 -4.342 7.039
O -12.355 -5.285 6.065
C -11.970 -4.769 4.779
C -10.457 -4.536 4.629
C -12.630 -4.917 8.501
H -12.551 -3.858 4.633
H -12.244 -5.466 3.988
H -9.989 -4.353 3.661
H -9.994 -5.502 4.831
H -10.104 -3.802 5.354
H -12.466 -5.994 8.537
H -13.532 -4.693 9.070
H -11.763 -4.530 9.038
Br -14.852 1.411 6.440
C -12.942 1.794 6.877
C -12.092 0.531 7.135
Br -10.243 0.962 7.301
H -12.932 2.429 7.763
H -12.624 2.359 6.001
H -12.123 -0.051 6.214
H -12.327 -0.084 8.004
Br -8.935 -1.899 15.685
C -8.112 -0.608 16.882
C -6.654 -0.180 16.244
Br -6.926 1.062 14.678
H -7.927 -1.006 17.880
H -8.755 0.268 16.965
H -5.981 -1.016 16.059
H -6.132 0.358 17.036
Br -15.188 -1.882 9.150
C -16.061 -1.379 10.853
C -15.256 -1.824 12.092
Br -16.131 -0.888 13.654
H -16.998 -1.935 10.832
H -16.260 -0.314 10.736
H -14.168 -1.785 12.027
H -15.529 -2.873 12.203
Br -7.506 -8.004 14.447
C -8.664 -6.788 13.446
C -8.049 -5.404 13.464
Br -9.281 -4.108 12.587
H -9.651 -6.858 13.905
H -8.852 -7.131 12.429
H -7.041 -5.445 13.049
H -7.780 -5.025 14.450

---

Entry 6:
9
Properties=species:S:1:pos:R:3 method="wB97M-V/def2-TZVPD" homo_ev=-8.92 e_lumo_ev=0.590 e_tot_ha=-317.363215 gap_ev=9.51
O -1.337 0.107 -1.453
C -0.008 -1.390 -0.232
N 0.577 -1.207 0.946
N 0.750 0.148 1.108
C 0.307 0.840 0.076
N -0.178 -0.101 -0.741
H -1.580 -0.825 -1.630
H 1.043 0.522 1.997
H 0.426 1.906 -0.072

---

Entry 7:
28
Properties=species:S:1:pos:R:3 method="wB97M-V/def2-TZVPD" total_charge=-1 homo_ev=-3.33 e_lumo_ev=3.217 e_tot_ha=-3033.193236 gap_ev=6.54
C 1.675 -0.360 -1.278
C -0.405 0.433 -0.659
C 0.664 -2.285 1.098
C 1.240 -2.636 -0.309
C -0.698 -1.700 0.798
C 0.580 -1.585 -1.155
C -0.090 1.492 1.700
C -0.887 3.252 -0.604
C -0.938 1.416 0.372
N -0.485 -1.036 -0.497
O 1.067 0.664 -0.686
O 2.848 -0.510 -1.501
O -0.999 0.733 -1.859
Se -2.590 3.422 -1.508
H 0.556 -3.007 1.928
H 1.230 -1.487 1.664
H 2.326 -2.518 -0.438
H 1.060 -3.675 -0.657
H -1.321 -2.606 0.476
H -1.159 -1.266 1.669
H 0.373 -2.018 -2.138
H -0.218 0.999 2.600
H 0.916 1.371 1.245
H -0.117 2.634 1.984
H -0.831 3.854 0.319
H -0.043 3.541 -1.306
H -1.984 1.382 0.481
H -1.770 1.497 -1.740

---

Entry 8:
14
Properties=species:S:1:pos:R:3 method="wB97M-V/def2-TZVPD" homo_ev=-9.50 e_lumo_ev=0.616 e_tot_ha=-324.688118 gap_ev=10.11 smiles="C=C(O)[C@@H](C)C#N"
C -1.615 -0.266 0.640
C -0.578 -0.036 -0.472
C -0.679 1.336 -0.989
N -0.784 2.419 -1.379
C 0.836 -0.353 -0.021
O 0.860 -1.591 0.549
C 1.903 0.430 -0.166
H -1.423 0.393 1.490
H -2.622 -0.068 0.263
H -1.559 -1.303 0.977
H -0.813 -0.714 -1.303
H 2.887 0.101 0.162
H 1.756 -1.759 0.873
H 1.830 1.410 -0.624

---

Entry 9:
18
Properties=species:S:1:pos:R:3 method="wB97M-V/def2-TZVPD" homo_ev="-7.48 / -8.23" e_lumo_ev="-0.915 / 0.225" e_tot_ha=-2863.214028 gap_ev="6.57 / 8.46"
C 2.446 0.595 -0.106
C 0.182 1.112 -0.870
C 2.044 -0.436 0.749
C -0.458 -0.125 -0.263
C -0.312 -1.425 -0.952
C -1.443 0.057 0.892
N 1.602 1.309 -0.866
Br 3.105 -1.014 2.185
H 3.403 1.171 -0.189
H -0.030 0.985 -1.888
H -0.262 2.125 -0.735
H 0.944 -0.584 0.826
H 0.847 -1.624 -1.184
H -0.780 -1.541 -1.978
H -0.809 -2.199 -0.381
H -0.856 0.111 1.821
H -1.998 -0.923 0.970
H -2.124 0.867 0.867

---

Entry 10:
29
Properties=species:S:1:pos:R:3 method="wB97M-V/def2-TZVPD" total_charge=-1 homo_ev=-5.19 e_lumo_ev=2.196 e_tot_ha=-2392.725538 gap_ev=7.39
Pd 1.096 0.457 -1.199
Cl 3.759 1.502 2.903
C 2.253 0.656 2.770
C 1.629 0.195 3.937
C 0.445 -0.483 3.887
Cl -0.288 -1.056 5.367
C -0.183 -0.733 2.647
C -1.387 -1.452 2.462
C -1.873 -1.654 1.204
C -1.181 -1.121 0.099
N -0.078 -0.439 0.250
C 0.450 -0.241 1.490
C 1.701 0.455 1.508
O 2.229 0.876 0.406
H 2.106 0.381 4.890
H -1.904 -1.844 3.327
H -2.786 -2.209 1.041
H -1.532 -1.244 -0.917
O 2.775 0.322 -2.419
N 2.975 -0.849 -2.909
O 2.182 -1.713 -2.601
C -2.118 1.090 -4.184
S -1.016 1.498 -2.876
O -0.231 2.634 -3.302
O -1.821 1.683 -1.681
O -0.203 0.228 -2.790
H -2.805 1.927 -4.292
H -2.657 0.183 -3.925
H -1.537 0.952 -5.093

---

Entry 11:
13
Properties=species:S:1:pos:R:3 method="wB97M-V/def2-TZVPD" homo_ev=-9.14 e_lumo_ev=0.210 e_tot_ha=-435.778030 gap_ev=9.35 smiles="Cn1c(O)coc1=O"
C -0.764 -0.803 -1.233
C 0.218 -0.118 1.199
C 0.934 0.900 1.431
C 0.425 1.210 -0.746
H -1.739 -1.302 -0.940
H -0.708 -0.154 -2.001
H -0.108 -1.713 -1.495
H -1.239 -1.236 1.298
H 1.731 0.965 2.206
N -0.406 0.274 -0.099
O -0.294 -1.220 1.960
O 1.406 1.589 0.305
O 0.544 1.608 -1.884

---

Entry 12:
24
Properties=species:S:1:pos:R:3 method="wB97M-V/def2-TZVPD" homo_ev="-8.90 / -9.56" e_lumo_ev="-1.235 / -1.637" e_tot_ha=-1776.090581 gap_ev="7.66 / 7.92"
C 3.630 -0.496 1.123
C -3.121 0.437 0.982
C -2.388 1.819 -0.872
C 1.667 -0.835 -0.504
C 2.873 0.059 -0.059
N -2.719 0.576 -0.334
N 0.599 -0.843 0.518
O -2.396 -1.923 -0.613
O -1.177 -0.433 -2.176
S -1.675 -0.702 -0.854
Cl 3.920 0.085 -1.447
Cl 0.391 -2.421 1.118
H 4.075 0.282 1.625
H 4.407 -1.146 0.729
H 2.809 -1.096 1.653
H -3.697 -0.490 1.213
H -2.142 0.440 1.541
H -3.734 1.271 1.435
H -1.561 2.227 -0.212
H -2.054 1.907 -1.857
H -3.264 2.510 -0.890
H 1.233 -0.455 -1.330
H 1.921 -1.796 -0.842
H 2.402 1.021 0.053

---

Entry 13:
65
Properties=species:S:1:pos:R:3 method="wB97M-V/def2-TZVPD" total_charge=+2 homo_ev=-14.13 e_lumo_ev=-8.036 e_tot_ha=-3859.174209 gap_ev=6.10
W -0.752 -0.189 -0.583
N -0.413 3.662 -2.634
C -0.169 2.409 -2.213
S -1.431 1.195 -2.387
N 0.972 2.084 -1.703
N 1.011 0.740 -1.355
C 2.177 0.197 -1.562
C 2.472 -1.189 -1.466
C 3.785 -1.651 -1.645
C 4.041 -3.004 -1.625
C 2.997 -3.915 -1.454
C 1.688 -3.490 -1.295
C 1.450 -2.130 -1.289
O 0.178 -1.673 -1.164
H -1.231 3.856 -3.188
H 0.376 4.281 -2.752
H 2.952 0.874 -1.908
H 4.583 -0.936 -1.793
H 5.052 -3.364 -1.756
H 3.209 -4.976 -1.450
H 0.872 -4.187 -1.171
F -3.409 -4.019 -1.759
C -4.075 -3.050 -2.361
F -5.367 -3.267 -2.308
F -3.664 -2.906 -3.603
S -3.734 -1.457 -1.473
O -2.236 -1.358 -1.569
O -4.445 -0.400 -2.089
N -4.166 -1.778 0.004
S -3.304 -1.472 1.248
O -2.129 -0.579 0.870
O -4.006 -0.996 2.373
C -2.447 -3.047 1.721
F -1.708 -2.817 2.788
F -1.663 -3.405 0.701
F -3.349 -3.966 1.954
Cl 1.850 -3.074 2.042
C 2.666 -1.565 1.756
C 4.043 -1.544 1.915
C 4.738 -0.358 1.738
C 4.050 0.808 1.427
C 2.676 0.771 1.273
C 1.950 -0.415 1.411
C 0.475 -0.445 1.244
H 4.559 -2.454 2.188
H 5.812 -0.343 1.868
H 4.584 1.743 1.324
H 2.139 1.679 1.031
H -0.006 0.264 1.909
H 0.107 -1.451 1.469
C 0.284 3.724 1.471
N -1.171 3.644 1.271
C -2.011 4.779 1.698
C -1.673 2.564 0.727
C -3.138 2.416 0.491
O -0.834 1.640 0.399
H 0.525 4.696 1.885
H 0.795 3.595 0.518
H 0.610 2.950 2.164
H -1.355 5.589 1.994
H -2.628 4.499 2.549
H -2.634 5.126 0.878
H -3.721 3.213 0.936
H -3.484 1.472 0.906
H -3.325 2.398 -0.584